# 1
{
  "formula": "C41H58N3O4S2Sc",
  "method": "ωB97M-V/def2-TZVPD",
  "species": ["H", "H", "H", "C", "H", "C", "N", "H", "S", "H", "C", "C", "C", "H", "H", "C", "H", "C", "N", "H", "H", "H", "H", "H", "H", "H", "H", "C", "N", "H", "C", "H", "H", "H", "H", "C", "H", "C", "C", "H", "H", "C", "C", "H", "H", "C", "H", "C", "H", "H", "C", "H", "H", "H", "H", "H", "H", "C", "H", "H", "C", "H", "H", "O", "C", "S", "H", "C", "O", "H", "H", "C", "H", "C", "C", "C", "H", "C", "C", "O", "C", "O", "C", "H", "C", "H", "C", "C", "H", "H", "C", "H", "C", "H", "H", "C", "H", "H", "C", "C", "C", "C", "C", "H", "H", "H", "C", "Sc", "H"],
  "coordinates": [[0.629, 0.332, -2.521], [3.044, 3.507, 3.680], [-0.467, -3.805, -0.319], [-1.437, -1.371, -1.788], [-2.220, 2.694, 1.845], [-1.514, -3.872, -0.043], [0.132, -2.291, 3.931], [1.569, 5.119, 4.528], [-0.796, 0.048, 3.070], [4.210, 5.984, 2.024], [1.584, 6.736, 1.482], [-0.690, 0.376, 6.339], [-1.350, 2.494, -0.914], [-0.022, -0.614, 9.515], [4.910, 2.402, 3.615], [1.024, 2.243, -1.047], [-4.461, 1.218, -4.758], [-2.155, -4.878, -2.208], [-0.274, 1.513, -1.090], [-2.837, -1.632, -6.583], [-4.633, -3.853, -1.509], [-1.692, -4.857, 0.391], [3.696, -0.651, 1.817], [3.050, 1.932, 5.212], [3.930, -1.101, 3.512], [1.250, 6.817, 4.180], [5.230, 1.274, 2.299], [-5.178, -2.125, -5.215], [-2.628, 1.037, 0.594], [-4.159, -0.643, -7.213], [-2.964, 1.903, 1.736], [1.773, 1.567, -1.464], [-3.950, 2.356, 1.575], [2.177, 6.724, 0.569], [-3.415, -0.691, -0.330], [1.463, 2.639, 0.330], [-0.867, 1.314, 8.255], [1.903, 1.613, 1.176], [-2.303, -0.114, -3.657], [-3.988, -4.809, -0.179], [0.544, 6.548, 1.215], [-2.339, -2.406, -2.027], [3.318, 0.931, 3.276], [-1.145, -4.796, -2.607], [-3.543, -0.643, 1.444], [3.301, -0.531, 2.824], [-3.933, -3.016, -3.286], [-4.234, -0.931, -5.068], [-4.126, -3.062, -0.018], [3.922, 5.497, 3.691], [0.152, -1.863, 6.415], [-1.709, -3.132, 0.736], [3.581, 7.149, 3.193], [-2.847, -4.904, -3.049], [-2.984, 1.190, -1.473], [-5.864, -1.943, -6.043], [0.653, -2.696, 8.331], [2.100, 5.727, 2.506], [1.178, 4.731, 0.051], [5.357, 0.731, 3.973], [1.533, 3.966, 0.730], [-5.795, 0.464, -5.626], [-2.967, 1.321, 2.655], [-0.343, -4.252, 5.448], [-3.888, -3.865, -0.715], [0.554, -3.149, 5.286], [-1.068, 3.128, -0.065], [0.278, -1.844, 7.787], [1.636, 0.349, 0.754], [0.956, 3.123, -1.702], [1.673, 0.967, 4.691], [2.577, 3.258, 2.738], [-2.817, 0.115, -6.361], [-0.346, 0.812, -2.404], [-1.409, -0.231, -2.611], [-0.284, -1.112, 4.233], [3.134, 0.177, 5.295], [4.792, 1.367, 3.291], [-3.224, -2.226, -3.098], [-0.576, -1.372, -0.752], [-5.079, 0.323, -4.816], [1.971, -3.364, 5.281], [-2.454, -3.721, -1.244], [0.187, 5.562, 3.531], [2.059, 4.300, 1.969], [1.640, 7.740, 1.902], [-0.102, -0.675, 8.439], [1.224, 5.811, 3.762], [-1.047, 1.224, 5.771], [-0.435, 1.571, -3.195], [-2.683, 1.840, -0.646], [-1.401, 3.147, -1.801], [3.539, 6.107, 2.874], [-3.453, 2.621, -0.561], [2.313, -0.975, 2.852], [-0.581, 0.419, 7.722], [-2.236, -5.827, -1.678], [-4.639, -3.047, -5.430], [-3.463, -0.762, -6.382], [2.760, 1.012, 4.701], [2.560, 1.914, 2.376], [-0.315, -0.787, 5.694], [-3.613, -0.050, 0.532], [-5.635, 0.236, -3.882], [-2.262, 0.774, -4.278], [-5.778, -2.283, -4.318], [-3.244, -1.109, -3.920], [-0.214, -0.084, 0.594], [-4.634, 0.347, 0.448]],
  "atomic_forces_ev_per_a": [[-0.05, -0.04, -0.03], [0.00, 0.03, 0.06], [0.06, 0.01, -0.04], [0.33, 0.12, 0.31], [-0.02, 0.00, 0.00], [-0.09, 0.03, 0.05], [0.05, -0.04, -0.27], [0.03, -0.06, 0.07], [-0.28, 0.14, 0.51], [0.00, 0.00, -0.06], [0.00, 0.03, 0.03], [-0.04, 0.10, -0.03], [0.01, 0.17, -0.06], [0.00, 0.01, 0.06], [0.02, 0.00, 0.02], [0.04, 0.02, -0.14], [0.03, 0.04, 0.00], [0.00, -0.04, 0.01], [0.10, -0.13, -0.06], [0.02, -0.07, 0.01], [-0.02, 0.00, -0.05], [0.03, -0.02, 0.05], [0.00, 0.03, -0.01], [0.01, 0.08, -0.03], [0.01, -0.02, -0.02], [0.00, 0.08, 0.03], [0.05, -0.01, -0.10], [0.00, 0.03, -0.02], [0.29, 0.01, -0.16], [-0.03, 0.01, -0.06], [0.08, 0.02, 0.01], [0.00, 0.06, 0.02], [0.01, 0.00, 0.05], [0.07, 0.00, -0.06], [-0.02, 0.07, 0.09], [-0.04, 0.18, 0.09], [-0.02, 0.06, 0.01], [-0.18, -0.61, -0.24], [-0.02, -0.05, -0.02], [0.00, -0.05, 0.02], [-0.07, -0.03, 0.01], [-0.16, 0.03, -0.16], [0.02, 0.05, -0.05], [0.07, 0.01, -0.02], [-0.01, -0.02, 0.00], [0.05, 0.00, 0.02], [-0.07, -0.05, -0.05], [0.04, -0.05, 0.03], [-0.01, 0.05, 0.04], [0.01, -0.04, 0.03], [0.05, -0.03, 0.40], [-0.01, -0.03, -0.04], [0.01, 0.06, 0.03], [-0.04, 0.02, -0.03], [0.15, 0.13, 0.16], [-0.02, 0.01, -0.02], [0.04, -0.08, 0.04], [0.00, -0.03, -0.03], [-0.01, 0.04, -0.05], [0.03, -0.03, 0.04], [0.03, 0.02, 0.04], [-0.05, 0.02, -0.06], [-0.06, 0.07, -0.09], [0.08, -0.08, 0.03], [0.00, -0.04, 0.05], [0.03, -0.01, -0.17], [-0.07, -0.04, -0.08], [-0.11, 0.20, -0.01], [0.74, 0.22, 0.06], [0.03, -0.05, 0.07], [-0.11, -0.06, 0.01], [0.02, 0.01, -0.09], [0.03, 0.05, 0.01], [0.15, 0.08, -0.13], [-0.15, -0.06, -0.11], [0.08, -0.14, -0.28], [0.01, -0.03, 0.04], [0.01, 0.03, 0.06], [0.05, 0.12, -0.07], [-0.08, -0.38, -0.20], [0.00, 0.00, -0.01], [-0.01, -0.12, 0.03], [-0.01, 0.04, 0.00], [-0.05, -0.01, -0.03], [-0.02, -0.12, 0.03], [0.00, 0.05, 0.02], [0.01, -0.04, -0.06], [0.00, 0.01, -0.04], [-0.01, 0.01, 0.00], [0.03, -0.04, 0.05], [-0.31, -0.07, -0.02], [-0.07, -0.08, 0.09], [0.02, 0.04, 0.00], [0.04, -0.09, 0.01], [-0.19, -0.02, 0.02], [0.02, -0.05, 0.06], [0.00, -0.06, 0.02], [0.06, -0.05, -0.02], [-0.03, 0.01, -0.04], [-0.02, -0.07, 0.09], [0.04, 0.18, 0.03], [0.03, 0.01, -0.19], [-0.02, -0.13, 0.00], [-0.03, -0.02, 0.06], [0.01, 0.04, -0.02], [-0.03, 0.02, 0.07], [0.01, -0.06, 0.10], [-0.61, 0.52, 0.26], [0.02, 0.00, 0.01]],
  "lowdin_charge": [0.137, 0.104, 0.088, -0.268, 0.089, -0.048, -0.063, 0.079, 0.731, 0.092, -0.070, -0.033, -0.150, 0.106, 0.074, -0.123, 0.075, -0.041, -0.201, 0.091, 0.076, 0.090, 0.089, 0.081, 0.091, 0.084, 0.091, -0.064, -0.293, 0.084, -0.128, 0.132, 0.096, 0.087, 0.075, -0.154, 0.105, -0.269, 0.000, 0.089, 0.082, -0.093, -0.518, 0.093, 0.090, -0.042, 0.091, -0.560, 0.078, 0.076, -0.229, 0.079, 0.084, 0.077, 0.113, 0.086, 0.123, -0.560, 0.108, 0.089, 0.014, 0.084, 0.030, -0.280, -0.040, 0.634, 0.121, -0.024, -0.209, 0.138, 0.062, 0.021, 0.076, -0.099, -0.154, -0.747, 0.094, -0.043, 0.024, -0.189, -0.048, -0.283, -0.526, 0.087, -0.160, 0.085, -0.062, -0.043, 0.105, 0.136, -0.168, 0.140, -0.046, 0.132, 0.059, -0.061, 0.086, 0.088, -0.047, -0.030, -0.079, -0.238, -0.070, 0.088, 0.117, 0.086, -0.158, 0.898, 0.103],
  "homo_energy_ev": -8.150,
  "energy_ha": -3619.62889,
  "total_charge": 0,
  "homo_lumo_gap_ha": 0.303
}



# 2
{
  "formula": "C6H12NO",
  "method": "ωB97M-V/def2-TZVPD",
  "species": ["C", "H", "C", "C", "H", "H", "H", "H", "H", "O", "H", "N", "H", "C", "H", "H", "H", "H", "C", "C"],
  "coordinates": [[-1.088, -3.177, -1.031], [-2.005, -3.244, -0.430], [0.025, 1.184, 0.595], [-0.134, -2.027, -0.522], [1.374, -0.507, 0.997], [-1.314, -3.111, -2.109], [-0.594, -4.050, -0.895], [0.280, -2.565, 0.412], [1.769, 2.066, 1.965], [1.554, 3.283, 0.369], [-0.520, 0.741, 1.422], [-0.951, 1.763, -0.407], [-0.442, 2.653, -0.625], [0.142, -0.788, -0.858], [-0.226, -0.173, -1.728], [0.141, 2.986, 1.901], [1.749, 0.455, -0.550], [-1.748, 1.900, 0.179], [0.981, 0.061, 0.085], [1.005, 2.550, 1.229]],
  "atomic_forces_ev_per_a": [[-0.66, 3.88, -1.22], [0.08, 0.31, -0.22], [2.06, 1.33, 0.32], [-1.24, -3.78, 1.21], [-0.37, 0.70, -1.46], [-0.26, 0.13, 0.41], [1.62, -2.85, 0.42], [0.00, 1.84, -1.02], [-0.89, -0.04, -0.33], [0.37, 1.39, -2.07], [-0.32, 0.02, 0.30], [2.46, -0.39, 0.45], [-0.98, -0.39, 0.13], [0.53, 0.76, 0.26], [0.09, -1.22, 0.91], [0.78, 0.03, -0.42], [0.95, 0.66, 0.13], [-0.61, 0.84, -0.06], [-1.65, -0.19, 0.05], [-1.96, -3.03, 2.21]],
  "lowdin_charge": [-0.121, 0.061, -0.343, -0.183, 0.122, 0.062, -0.002, 0.107, 0.071, -0.276, 0.091, -0.008, 0.061, -0.165, 0.115, 0.064, 0.087, 0.027, -0.208, -0.564],
  "homo_energy_ev": -2.489,
  "smiles": "C/C=C/C[C@H](N)C[O-]",
  "energy_ha": -365.72461,
  "e_above_lowest_kj_mol": 142.07,
  "total_charge": -1,
  "homo_lumo_gap_ha": 0.224
}



# 3
{
  "formula": "C14H28AsFeN4SSe4Si2",
  "method": "ωB97M-V/def2-TZVPD",
  "species": ["C", "H", "H", "H", "H", "H", "C", "Se", "H", "H", "C", "C", "C", "H", "C", "Se", "H", "H", "H", "H", "H", "Si", "H", "Se", "N", "C", "H", "As", "C", "N", "H", "Se", "Si", "N", "C", "H", "S", "C", "H", "H", "H", "C", "H", "N", "H", "C", "H", "H", "H", "C", "H", "C", "Fe", "H", "H"],
  "coordinates": [[-1.102, -3.733, -1.158], [-0.101, 0.839, 4.264], [0.959, -2.970, 2.927], [-2.044, -3.946, -0.663], [3.034, -1.088, 3.615], [-1.014, -4.412, -2.011], [2.700, -0.230, 3.022], [3.311, 3.778, -2.860], [1.791, 4.145, 2.647], [-0.215, -2.538, 1.665], [0.792, -2.339, 2.047], [-2.810, 0.827, -1.808], [-3.399, -1.719, -1.115], [2.534, 2.612, 2.165], [0.536, 4.040, -0.094], [2.251, 0.370, -0.724], [0.685, 5.014, 0.387], [-5.412, -1.037, -0.775], [-4.869, 1.307, -1.428], [-1.288, -0.148, 3.398], [-3.614, -2.749, -0.870], [0.962, -0.531, 2.477], [-1.618, 4.089, 2.232], [-0.078, 2.304, -3.225], [0.035, -1.838, -2.151], [1.984, -2.216, -3.411], [3.360, -0.131, 2.155], [0.264, 0.542, 0.536], [-4.115, 0.532, -1.434], [-1.844, -0.080, -1.813], [-2.519, 1.830, -2.100], [1.873, 2.930, -4.331], [0.274, 2.802, 1.252], [1.070, -2.647, -2.466], [-2.131, -1.333, -1.481], [-0.304, -3.957, -0.446], [1.939, -0.718, -4.115], [-1.438, 3.043, 1.964], [-0.315, 4.104, -0.774], [1.519, -2.618, 1.277], [-1.612, 2.427, 2.851], [-0.278, -0.143, 3.817], [1.362, 2.651, 3.497], [2.918, -3.141, -3.686], [3.616, -2.900, -4.366], [-0.995, -2.310, -1.600], [-2.176, 2.755, 1.207], [-0.237, -0.892, 4.617], [1.087, -3.592, -2.121], [-4.410, -0.762, -1.077], [1.419, 3.805, -0.697], [1.609, 3.074, 2.520], [0.333, 0.283, -2.095], [2.928, -4.057, -3.273], [2.793, 0.671, 3.627]],
  "atomic_forces_ev_per_a": [[-0.12, -0.10, 0.02], [-0.04, -0.06, -0.02], [0.00, 0.01, -0.09], [0.06, 0.01, 0.00], [0.02, 0.08, -0.01], [0.02, 0.00, 0.00], [0.39, 0.12, 0.04], [0.04, -0.01, -0.01], [-0.01, -0.06, 0.02], [0.05, -0.03, 0.05], [-0.02, -0.36, -0.08], [0.04, 0.10, 0.06], [-0.48, -0.16, 0.16], [0.02, 0.08, 0.04], [0.07, 0.01, -0.28], [0.84, 0.01, 0.58], [-0.01, -0.03, -0.07], [0.01, -0.03, -0.02], [0.04, 0.00, -0.01], [0.01, -0.01, 0.08], [-0.05, 0.08, 0.03], [-0.29, -0.28, -0.08], [0.02, -0.09, -0.02], [-0.59, 1.02, -0.51], [0.69, 0.00, -0.70], [-0.24, -0.05, 0.37], [-0.03, -0.04, 0.08], [-0.12, 0.62, 0.58], [0.10, 0.27, -0.07], [-0.15, 0.32, -0.26], [-0.01, 0.02, 0.00], [0.08, -0.11, -0.06], [-0.04, -0.09, 0.01], [0.20, 0.37, -0.26], [0.46, -0.66, 0.07], [0.01, -0.02, 0.00], [-0.02, -0.25, 0.05], [-0.21, 0.00, 0.14], [0.07, 0.02, 0.02], [-0.05, 0.03, 0.04], [-0.01, 0.03, -0.03], [-0.13, 0.08, 0.20], [0.03, -0.01, -0.01], [0.14, 0.04, -0.20], [0.03, -0.05, 0.04], [-1.27, -0.15, 0.59], [-0.01, 0.06, 0.07], [0.00, 0.08, -0.06], [0.02, -0.08, 0.03], [0.03, -0.37, 0.08], [-0.11, 0.07, 0.07], [0.18, 0.01, 0.19], [0.29, -0.43, -0.89], [0.03, 0.01, 0.02], [0.04, -0.02, 0.02]],
  "lowdin_spin": [0.003, 0.000, 0.000, 0.000, 0.001, 0.001, 0.006, 0.639, 0.000, 0.000, 0.001, 0.001, 0.003, 0.000, 0.001, 0.141, 0.000, 0.000, 0.000, 0.000, 0.000, 0.022, 0.000, 0.109, 0.025, 0.012, 0.002, 0.054, 0.002, 0.036, 0.000, 0.322, 0.003, 0.000, 0.004, 0.001, 0.045, 0.000, 0.001, 0.001, 0.000, 0.004, 0.000, 0.006, 0.001, 0.017, 0.000, 0.001, 0.001, 0.000, 0.001, 0.003, 3.528, 0.001, 0.000],
  "homo_energy_ev": [-6.479, -6.846],
  "energy_ha": -14851.79686,
  "s2": 8.783,
  "e_above_lowest_kj_mol": 0.00,
  "total_charge": 0,
  "multiplicity": 6,
  "homo_lumo_gap_ha": [0.213, 0.221]
}